[1]
{
  "formula": "C14H16FN2O3PS",
  "method": "ωB97M-V/def2-TZVPD",
  "homo_lumo_gap_ev": 8.0446,
  "multiplicity": 1,
  "total_energy_ev": -46740.771,
  "homo_ha": -0.3247,
  "elements": ["S", "P", "F", "O", "O", "O", "N", "N", "C", "C", "C", "C", "C", "C", "C", "C", "C", "C", "C", "C", "C", "C", "H", "H", "H", "H", "H", "H", "H", "H", "H", "H", "H", "H", "H", "H", "H", "H"],
  "positions_angstrom": [[-2.412, 3.098, 1.063], [-2.294, 2.205, -0.665], [2.900, 3.862, 1.868], [0.608, 3.082, -1.176], [-4.076, -1.781, 1.786], [3.266, -0.527, -1.216], [2.593, -2.256, 1.558], [2.294, 1.502, -0.677], [2.961, 1.890, 0.583], [0.853, -0.377, -0.664], [-1.875, -0.575, -0.417], [-1.282, 0.681, -0.599], [0.075, 0.767, -0.715], [0.994, 1.969, -0.906], [2.482, -2.684, 0.373], [0.310, -1.617, -0.456], [2.276, 0.074, -0.881], [1.176, -2.859, -0.392], [-3.936, -1.918, 0.376], [-1.062, -1.678, -0.333], [-3.395, -0.664, -0.315], [3.345, 3.368, 0.646], [4.425, 3.538, 0.629], [3.870, 1.288, 0.644], [-1.486, -2.660, -0.159], [2.920, 3.959, -0.169], [-3.799, 0.216, 0.194], [-1.722, 3.051, -1.629], [-3.576, 1.856, -1.136], [-4.939, -2.118, -0.021], [-3.351, -2.816, 0.157], [-3.661, -0.950, 2.038], [2.319, 1.617, 1.429], [3.403, -2.910, -0.170], [1.653, -2.073, 1.928], [0.595, -3.615, 0.158], [1.321, -3.289, -1.388], [-3.773, -0.659, -1.345]],
  "forces_ev_per_a": [[-0.057, -0.198, 0.029], [0.107, 0.792, 1.006], [-0.076, 0.183, -0.103], [0.853, -0.487, 0.350], [0.390, 0.168, -0.219], [-0.889, 0.078, 0.462], [-0.483, -0.184, -0.157], [0.116, -0.021, -0.427], [0.690, 0.087, -0.379], [0.943, 0.878, -0.300], [-0.706, 0.747, 0.325], [-1.151, 0.748, -0.738], [0.893, -0.009, -0.384], [-1.553, -0.061, 0.509], [0.343, 0.152, -0.370], [0.916, -0.521, -0.329], [0.520, -0.042, -0.039], [-0.475, -0.420, 0.586], [-0.767, 0.013, -0.056], [-0.128, -0.990, 0.196], [0.417, -0.795, -0.155], [0.016, 0.190, 0.172], [-0.041, -0.292, -0.015], [-0.195, -0.086, -0.015], [-0.064, 0.104, 0.007], [-0.270, -0.150, 0.174], [-0.019, -0.120, -0.026], [-0.188, -0.500, -0.267], [0.432, -0.131, -0.424], [0.114, 0.060, 0.038], [0.024, 0.157, 0.005], [-0.024, -0.059, 0.213], [0.083, 0.297, 0.002], [-0.145, -0.090, 0.095], [0.145, 0.108, 0.178], [0.099, 0.037, -0.115], [0.208, 0.258, 0.028], [-0.078, 0.099, 0.144]]
}


[2]
{
  "formula": "C14H16N2OS",
  "method": "ωB97M-V/def2-TZVPD",
  "homo_lumo_gap_ev": 8.3247,
  "multiplicity": 1,
  "total_energy_ev": -30641.174,
  "homo_ha": -0.3016,
  "elements": ["S", "O", "N", "N", "C", "C", "C", "C", "C", "C", "C", "C", "C", "C", "C", "C", "C", "C", "H", "H", "H", "H", "H", "H", "H", "H", "H", "H", "H", "H", "H", "H", "H", "H"],
  "positions_angstrom": [[-3.419, -2.067, -2.555], [1.363, 2.330, -0.763], [-1.108, -1.649, -1.364], [-1.957, 0.117, -2.557], [-1.493, 2.443, -2.032], [-0.113, 0.517, -1.145], [0.728, 1.403, -0.302], [0.174, -0.973, -1.260], [-0.418, 0.552, 1.756], [-0.448, 0.365, 3.126], [-1.115, 1.005, -1.897], [1.773, 1.532, 1.947], [-2.091, -1.180, -2.150], [0.699, 1.130, 1.156], [1.744, 1.329, 3.314], [0.635, 0.744, 3.904], [1.520, -2.985, -0.523], [1.011, -1.597, -0.144], [-2.732, 0.490, -3.088], [-1.582, 2.699, -3.087], [2.132, -2.935, -1.421], [-0.741, 3.082, -1.583], [2.623, 1.996, 1.469], [1.866, -0.949, 0.051], [-2.456, 2.631, -1.554], [0.701, -3.678, -0.706], [-1.180, -2.610, -1.069], [0.610, 0.591, 4.972], [2.584, 1.632, 3.922], [-1.267, 0.271, 1.150], [0.730, -1.114, -2.208], [2.127, -3.389, 0.282], [-1.317, -0.077, 3.590], [0.418, -1.657, 0.770]],
  "forces_ev_per_a": [[-0.450, -0.325, -0.196], [0.096, -0.043, 0.086], [0.120, 0.175, -0.019], [0.283, 0.126, -0.076], [0.041, -0.001, 0.093], [-0.132, -0.058, -0.542], [-0.188, 0.059, -0.250], [0.146, 0.321, 0.058], [0.126, 0.145, -0.120], [-0.048, -0.041, 0.129], [0.444, 0.102, 0.486], [-0.061, -0.043, -0.156], [-0.222, -0.349, 0.109], [0.047, 0.214, 0.488], [0.070, 0.015, 0.029], [-0.054, -0.028, 0.021], [-0.040, 0.219, 0.080], [-0.013, -0.186, -0.266], [0.056, -0.195, 0.108], [-0.005, 0.068, -0.083], [0.055, -0.051, -0.097], [-0.012, 0.040, -0.051], [0.064, 0.055, -0.038], [-0.026, -0.006, 0.069], [-0.087, -0.007, -0.019], [-0.041, -0.156, -0.030], [-0.166, 0.040, -0.121], [-0.002, -0.013, 0.088], [0.071, 0.020, 0.048], [-0.054, -0.065, -0.059], [-0.053, 0.009, 0.167], [0.037, -0.109, 0.030], [-0.070, -0.026, 0.034], [0.069, 0.092, 0.000]]
}


[3]
{
  "formula": "C14H16N4O7",
  "method": "ωB97M-V/def2-TZVPD",
  "homo_lumo_gap_ev": 7.2291,
  "multiplicity": 1,
  "total_energy_ev": -35063.985,
  "homo_ha": -0.3207,
  "elements": ["O", "O", "O", "O", "O", "O", "O", "N", "N", "N", "N", "C", "C", "C", "C", "C", "C", "C", "C", "C", "C", "C", "C", "C", "C", "H", "H", "H", "H", "H", "H", "H", "H", "H", "H", "H", "H", "H", "H", "H", "H"],
  "positions_angstrom": [[0.974, -2.485, -1.751], [-2.601, 2.693, 0.033], [3.898, -3.674, -3.343], [-3.369, 0.642, 0.658], [1.108, 0.312, 3.086], [-2.024, -3.917, -0.187], [3.599, -1.746, -2.416], [3.222, -2.882, -2.744], [-1.196, -0.486, -1.017], [-1.574, 0.800, -0.764], [0.072, 2.339, 1.325], [-0.359, 3.543, 0.625], [1.676, 0.396, 1.791], [-1.819, -1.568, -0.530], [-1.394, -2.981, -0.748], [-0.126, -3.282, -1.491], [1.922, -3.290, -2.377], [-0.888, 1.920, -1.358], [-0.285, 0.659, 3.151], [-1.329, 3.137, -0.521], [1.428, -4.571, -2.605], [1.492, 1.818, 1.186], [-2.587, 1.353, 0.050], [-0.493, 2.133, 2.707], [0.115, -4.579, -1.941], [-0.902, 4.206, 1.323], [0.185, 1.786, -1.415], [0.474, 4.199, 0.257], [-0.888, -0.034, 2.532], [2.755, 0.184, 1.860], [1.748, 1.729, 0.115], [-1.232, 2.061, -2.393], [-1.490, 4.001, -1.214], [0.020, 2.829, 3.385], [2.191, 2.498, 1.653], [2.000, -5.361, -3.072], [-0.604, 0.542, 4.166], [1.219, -0.370, 1.089], [-0.593, -5.402, -1.832], [-2.761, -1.495, 0.043], [-1.583, 2.343, 2.686]],
  "forces_ev_per_a": [[0.586, -0.423, -0.203], [0.883, -0.268, -0.207], [0.244, -0.701, -0.404], [0.682, 1.331, -0.473], [-0.182, -0.087, 0.190], [1.732, 2.698, -2.068], [-0.712, -1.103, -0.216], [0.803, 2.827, 0.761], [-0.980, -1.691, 1.017], [-0.358, 0.191, 0.385], [0.456, -1.354, 0.769], [0.073, -0.235, 0.079], [-1.056, 0.291, -0.821], [-0.570, 2.729, -0.315], [-0.132, -0.460, 1.676], [1.090, -2.581, -0.823], [-3.233, -2.019, 0.183], [0.465, 0.323, -1.076], [0.651, 0.764, -1.362], [0.687, 0.691, -0.565], [-0.893, 1.569, 1.705], [-1.347, -0.059, -0.303], [-1.294, -3.106, 0.849], [0.364, -0.336, -1.195], [1.021, 0.994, -0.797], [-0.004, -0.294, -0.240], [0.186, -0.092, 0.292], [-0.454, -0.831, -0.028], [0.249, 0.336, -0.003], [-0.463, 0.057, 0.162], [-0.127, 0.246, 0.385], [0.016, -0.072, 0.137], [-0.253, -0.631, 0.755], [-0.192, -0.195, 0.297], [0.330, 0.346, 0.264], [-0.271, 0.055, 0.079], [0.023, -0.085, 0.655], [0.284, 0.705, 0.735], [0.406, 0.371, -0.103], [0.672, 0.100, -0.172], [0.617, -0.002, -0.001]]
}


[4]
{
  "formula": "C14H16N8O4",
  "method": "ωB97M-V/def2-TZVPD",
  "homo_lumo_gap_ev": 7.0370,
  "multiplicity": 1,
  "total_energy_ev": -34865.580,
  "homo_ha": -0.2753,
  "elements": ["O", "O", "O", "O", "N", "N", "N", "N", "N", "N", "N", "N", "C", "C", "C", "C", "C", "C", "C", "C", "C", "C", "C", "C", "C", "C", "H", "H", "H", "H", "H", "H", "H", "H", "H", "H", "H", "H", "H", "H", "H", "H"],
  "positions_angstrom": [[0.972, 0.084, 0.754], [-1.807, -0.989, 2.439], [-1.170, 0.747, 3.906], [0.568, -2.473, 1.861], [-2.617, -0.075, -6.810], [-2.339, 1.375, -6.732], [-1.763, 0.105, -4.938], [-0.783, -0.234, 3.112], [-2.223, -0.600, -5.742], [-0.336, 1.212, 4.732], [-1.272, 2.567, -4.990], [-1.213, 0.221, -3.681], [-0.890, -1.341, -1.778], [1.060, 1.519, 0.293], [0.233, -2.093, 0.719], [-1.791, 1.529, -5.432], [-0.015, -0.327, -1.156], [1.155, -1.902, 2.905], [-0.430, -3.042, -0.075], [1.731, 2.343, 1.464], [2.038, 0.593, 5.041], [-1.157, -2.558, -1.180], [0.454, -0.744, 3.511], [-1.413, -1.137, -3.232], [0.730, 0.541, 4.352], [0.340, -0.725, 0.100], [0.081, 0.466, -1.602], [-2.013, -2.100, -3.711], [1.631, 1.481, -0.483], [2.649, 2.010, 1.649], [2.033, -1.349, 2.456], [2.436, -0.365, 5.602], [-1.381, -3.675, -1.935], [-0.622, 2.533, -4.132], [-0.992, 3.490, -5.564], [1.176, 2.232, 2.556], [1.356, -2.473, 3.797], [2.739, 0.604, 4.267], [-0.838, -3.993, 0.484], [2.113, 1.298, 5.499], [1.740, 3.307, 1.329], [-0.168, 1.935, 0.345]],
  "forces_ev_per_a": [[5.020, 7.293, 5.855], [3.447, 3.376, 2.055], [-7.445, 0.382, -2.803], [0.057, -3.930, 4.230], [0.382, 3.523, -0.699], [0.873, -1.668, 3.987], [4.387, 15.584, 4.199], [-0.935, -7.109, -0.883], [-3.724, -8.959, -4.778], [4.943, -0.623, -0.626], [5.618, 8.356, 4.076], [-1.946, -10.717, 1.391], [-0.054, 0.519, -2.695], [-6.396, 0.536, 8.620], [-2.936, 1.984, -7.254], [-4.472, -8.295, -8.911], [-4.950, -12.532, 2.914], [2.420, 4.593, 0.025], [-1.896, 0.451, 2.712], [-5.112, -5.171, 2.216], [-1.039, -15.258, -7.959], [1.549, -4.509, -3.246], [-4.959, 7.659, 0.110], [1.293, 3.151, 3.231], [2.855, -4.630, 2.485], [-1.801, -4.738, -3.068], [1.360, 8.391, -4.077], [1.656, 3.142, 0.736], [2.789, 0.408, -5.346], [4.042, -1.371, 0.552], [0.295, -0.912, 1.160], [-1.558, 1.706, -0.688], [-0.270, 4.025, 2.013], [-1.776, -0.346, -1.791], [-1.453, -3.445, 1.213], [0.928, -0.009, -2.992], [0.424, -1.372, -0.505], [1.473, 0.418, -1.394], [1.410, 1.670, -1.397], [1.788, 14.431, 9.928], [-0.020, 5.309, -1.320], [3.735, -1.314, -1.277]]
}


[5]
{
  "formula": "C14H16O",
  "method": "ωB97M-V/def2-TZVPD",
  "homo_lumo_gap_ev": 9.3369,
  "multiplicity": 1,
  "total_energy_ev": -16824.030,
  "homo_ha": -0.3118,
  "elements": ["O", "C", "C", "C", "C", "C", "C", "C", "C", "C", "C", "C", "C", "C", "C", "H", "H", "H", "H", "H", "H", "H", "H", "H", "H", "H", "H", "H", "H", "H", "H"],
  "positions_angstrom": [[-1.808, 2.992, -0.802], [0.676, -2.137, 1.336], [1.227, 0.584, 3.895], [1.210, -1.358, 2.364], [0.978, -1.522, -2.639], [-0.548, -1.794, 0.793], [-1.108, 2.024, -1.531], [0.603, -0.127, 2.730], [-1.188, -0.260, -2.135], [-1.863, 0.853, -1.632], [0.142, -0.285, -2.498], [-0.567, 0.272, 2.093], [0.165, 2.095, -2.063], [0.717, 0.989, -2.672], [-1.161, -0.616, 1.207], [2.123, -1.564, 2.914], [0.395, -2.342, -3.081], [-1.156, -2.524, 0.264], [2.289, 0.327, 3.902], [1.691, 1.112, -3.148], [0.647, 3.038, -2.254], [1.307, -1.741, -1.626], [-2.932, 0.900, -1.504], [1.785, -1.469, -3.369], [-1.886, 3.839, -1.244], [1.090, 1.664, 3.957], [1.176, -3.033, 0.977], [0.808, 0.280, 4.868], [-1.030, 1.205, 2.391], [-1.773, -1.169, -2.147], [-2.010, -0.233, 0.655]],
  "forces_ev_per_a": [[0.621, 0.145, -0.214], [0.409, -0.259, 0.592], [0.046, 0.165, 0.644], [-0.374, 1.396, -0.330], [-1.004, -0.411, -0.905], [-0.814, -0.010, 0.860], [-2.031, -0.308, 0.893], [0.172, -1.107, 0.204], [-1.248, -0.792, 0.751], [1.872, 0.354, -1.445], [0.628, 1.429, -0.879], [0.449, -0.625, 0.557], [-0.498, 0.778, -0.944], [0.634, -0.857, 0.832], [0.024, 1.002, -0.929], [0.010, -0.510, -0.409], [-0.176, -0.076, 0.687], [0.474, 0.273, -0.578], [-0.040, 0.364, 0.225], [-0.158, -0.228, 0.154], [0.124, 0.382, 0.492], [0.346, -0.481, -0.166], [-0.014, -0.223, 0.467], [0.372, 0.614, 0.412], [0.338, 0.139, -0.237], [0.144, 0.114, -0.634], [-0.012, -0.003, 0.296], [0.034, -0.427, -0.361], [-0.101, -0.003, -0.271], [0.144, -0.382, -0.091], [-0.370, -0.452, 0.330]]
}


[6]
{
  "formula": "C14H16O2",
  "method": "ωB97M-V/def2-TZVPD",
  "homo_lumo_gap_ev": 9.0789,
  "multiplicity": 1,
  "total_energy_ev": -18871.347,
  "homo_ha": -0.3032,
  "elements": ["O", "O", "C", "C", "C", "C", "C", "C", "C", "C", "C", "C", "C", "C", "C", "C", "H", "H", "H", "H", "H", "H", "H", "H", "H", "H", "H", "H", "H", "H", "H", "H"],
  "positions_angstrom": [[-4.944, -0.682, 0.757], [0.592, -0.491, 0.521], [-1.380, -1.538, -3.449], [-3.446, -2.165, -2.210], [-4.369, -2.003, -1.188], [3.154, 2.153, 0.764], [3.494, 0.392, 2.490], [3.733, 1.617, 1.920], [4.826, 2.483, 2.626], [-2.323, -1.341, -2.345], [-4.136, -0.955, -0.315], [1.975, 1.493, 0.403], [2.385, -0.318, 2.028], [-3.126, -0.010, -0.460], [-2.150, -0.295, -1.426], [1.685, 0.270, 0.966], [-1.237, 0.309, -1.466], [4.268, 3.361, 3.032], [4.098, -0.041, 3.269], [-3.489, -2.967, -2.955], [-0.400, -1.015, -3.353], [-1.041, -2.511, -3.780], [-5.532, -1.468, 0.895], [-3.005, 0.917, 0.069], [5.178, 1.953, 3.517], [-1.785, -1.068, -4.387], [3.430, 3.155, 0.425], [-5.330, -2.502, -1.191], [5.604, 2.801, 1.921], [1.376, 1.907, -0.402], [-0.222, -0.143, 0.938], [2.117, -1.298, 2.386]],
  "forces_ev_per_a": [[-1.369, -1.502, 0.247], [-0.571, 0.740, 0.031], [1.674, 1.392, -2.466], [0.784, -0.229, -0.648], [0.356, 0.590, -0.507], [-1.546, -0.754, 1.943], [-1.710, -0.903, -0.546], [3.512, 2.024, 0.474], [-1.680, -0.029, -0.158], [-0.401, -0.193, 1.486], [-0.486, 1.482, 0.974], [0.946, 0.463, -1.224], [0.879, 1.040, -1.018], [1.537, -1.189, -1.622], [-0.320, 0.099, -0.211], [-1.267, -1.450, 0.937], [-0.449, -0.083, -0.187], [0.685, -0.287, -0.401], [0.186, 0.322, 0.267], [-0.533, 0.177, 0.341], [-0.739, -0.028, 0.511], [-0.589, -0.723, 0.479], [0.612, 1.116, -0.087], [-0.403, -0.131, 0.744], [0.443, 0.078, -0.385], [0.120, -0.386, 0.671], [-0.081, -0.497, -0.092], [0.221, -0.376, 0.290], [-0.039, -0.062, 0.476], [-0.174, -0.328, 0.053], [0.563, -0.314, -0.388], [-0.160, -0.057, 0.019]]
}